DFT (wB97M-V/def2-TZVPD) results for a structure of composition C30H58F3FeO28 at a distorted geometry.

Last column: Mulliken spin population.
Positions of all 120 atoms, in Å:
1 Fe -5.7904 -23.2048 -14.6114  3.80
2 C -8.3539 -18.9024 -12.3787  0.00
3 O -7.5040 -19.0819 -11.1934  0.00
4 O -9.5725 -19.2303 -12.1383  0.00
5 C -8.1671 -17.4450 -12.8685  0.00
6 F -6.8526 -17.0737 -12.9141  0.00
7 F -8.6288 -17.1848 -14.1072  0.00
8 F -8.7726 -16.5638 -12.0478  0.00
9 C -6.2324 -19.6138 -11.4053  0.00
10 C -5.0965 -18.6017 -11.2406  0.00
11 H -4.5732 -18.4364 -12.1869  0.00
12 H -5.4599 -17.6326 -10.9085  0.00
13 H -4.3229 -18.9244 -10.5356  0.00
14 H -6.1427 -20.1599 -12.3538  0.01
15 H -6.0895 -20.4997 -10.7615  0.00
16 H -7.9516 -19.5251 -13.2250  0.00
17 O -4.2109 -22.5247 -13.5106  0.05
18 C -4.2209 -23.2496 -12.3432  0.00
19 C -5.5938 -23.8464 -11.9551  0.02
20 O -6.4948 -24.1279 -13.0110  0.11
21 H -3.9421 -22.5720 -11.5195  -0.02
22 H -3.5069 -24.1008 -12.2656  -0.02
23 H -6.1762 -23.0811 -11.4130  -0.01
24 H -5.5190 -24.6962 -11.2595  0.01
25 C -2.9928 -25.6832 -9.3613  0.00
26 O -1.8937 -25.5692 -8.4491  0.00
27 C -2.1878 -25.4739 -7.1624  0.00
28 O -3.2821 -25.3337 -6.7019  0.00
29 O -1.0951 -25.3022 -6.4015  0.00
30 C 0.1825 -25.5818 -6.9890  0.00
31 H -2.6029 -26.1883 -10.2406  0.00
32 H -3.3703 -24.6868 -9.5790  0.00
33 H -3.7607 -26.3277 -8.9346  0.00
34 H 0.4602 -24.8635 -7.7588  0.00
35 H 0.1472 -26.5937 -7.3927  0.00
36 H 0.9245 -25.5575 -6.1943  0.00
37 C -7.0528 -27.5279 -10.7763  0.00
38 O -8.3580 -27.9242 -10.3312  0.00
39 C -9.3757 -27.5834 -11.1105  0.00
40 O -9.3530 -27.0910 -12.2021  0.00
41 O -10.4887 -27.9557 -10.4638  0.00
42 C -11.7243 -27.5307 -11.0033  0.00
43 H -6.8323 -26.5618 -10.3291  0.00
44 H -7.0481 -27.4075 -11.8593  0.00
45 H -6.3544 -28.3192 -10.5241  0.00
46 H -12.4866 -27.9088 -10.3287  0.00
47 H -11.8987 -27.9602 -11.9926  0.00
48 H -11.7880 -26.4510 -11.1316  0.00
49 C -2.5922 -21.4413 -16.2706  0.00
50 O -3.3130 -21.5247 -17.5044  0.00
51 C -4.5297 -22.0184 -17.4133  0.00
52 O -5.0996 -22.2563 -16.3710  0.03
53 O -5.0807 -21.9719 -18.6129  0.00
54 C -6.4977 -22.0723 -18.6662  0.00
55 H -1.5737 -21.1199 -16.4680  0.00
56 H -2.5312 -22.4045 -15.7728  0.00
57 H -3.0425 -20.7505 -15.5595  0.00
58 H -6.9152 -22.9464 -18.1666  0.00
59 H -6.7973 -22.1686 -19.7074  0.00
60 H -6.9466 -21.1580 -18.2783  0.00
61 C -6.4346 -24.3317 -8.1624  0.00
62 O -7.2602 -25.1489 -7.3507  0.00
63 C -8.4490 -25.4796 -7.8422  0.00
64 O -8.9823 -24.9825 -8.7957  0.00
65 O -8.9629 -26.4211 -7.0559  0.00
66 C -10.2862 -26.8503 -7.2847  0.00
67 H -5.5667 -24.0462 -7.5760  0.00
68 H -6.8794 -23.4189 -8.5628  0.00
69 H -6.1385 -24.9103 -9.0401  0.00
70 H -10.7889 -27.2011 -6.3904  0.00
71 H -10.3980 -27.5237 -8.1351  0.00
72 H -10.8950 -26.0040 -7.6315  0.00
73 C -1.8570 -25.1057 -14.9828  -0.01
74 O -2.7091 -26.2388 -14.9090  0.00
75 C -3.9927 -26.0043 -15.0654  0.02
76 O -4.4979 -24.9498 -15.3769  -0.01
77 O -4.6652 -27.1166 -14.8183  0.00
78 C -6.0850 -27.0169 -14.9591  0.00
79 H -1.8603 -24.5430 -14.0447  0.00
80 H -2.2469 -24.3638 -15.6771  0.00
81 H -0.8446 -25.3955 -15.2334  0.00
82 H -6.4642 -28.0297 -14.8545  0.00
83 H -6.3976 -26.7191 -15.9654  0.00
84 H -6.5059 -26.2962 -14.2552  0.01
85 C -0.5448 -24.4123 -11.4447  0.00
86 O -0.4452 -25.8258 -11.5869  0.00
87 C 0.1520 -26.3639 -12.6408  0.00
88 O 0.8850 -25.8377 -13.4354  0.00
89 O -0.0801 -27.6776 -12.5460  0.00
90 C 0.4936 -28.5077 -13.5320  0.00
91 H -1.4182 -23.9985 -11.9457  0.00
92 H 0.3738 -23.8528 -11.5685  0.00
93 H -0.8040 -24.2450 -10.3956  0.00
94 H -0.0454 -28.3594 -14.4734  0.00
95 H 0.2377 -29.5435 -13.3135  0.00
96 H 1.5660 -28.3817 -13.6413  0.00
97 C 0.3378 -21.8181 -6.2545  0.00
98 O -0.9346 -21.2851 -6.6391  0.00
99 C -1.4532 -21.7658 -7.7692  0.00
100 O -0.8335 -22.3491 -8.6218  0.00
101 O -2.7384 -21.4652 -7.7742  0.00
102 C -3.4666 -21.5805 -8.9971  0.00
103 H 0.2693 -22.8742 -6.0078  0.00
104 H 0.6783 -21.2765 -5.3748  0.00
105 H 1.0087 -21.5377 -7.0682  0.00
106 H -2.8236 -21.5378 -9.8694  0.00
107 H -4.2053 -20.7845 -8.9582  0.00
108 H -4.0320 -22.5140 -9.0188  0.00
109 C -1.5253 -20.9133 -12.7814  -0.01
110 O -0.3627 -21.6819 -12.4570  0.00
111 C 0.5425 -21.8075 -13.4113  0.00
112 O 0.4089 -21.5216 -14.5725  0.00
113 O 1.6424 -22.3373 -12.8792  0.00
114 C 2.6496 -22.8475 -13.7491  0.00
115 H -2.1721 -21.3944 -13.5151  0.02
116 H -1.2169 -19.9379 -13.1591  0.00
117 H -2.1288 -20.7973 -11.8875  0.00
118 H 2.8890 -23.8634 -13.4376  0.00
119 H 3.5269 -22.2248 -13.5800  0.00
120 H 2.3265 -22.8840 -14.7850  0.00

Cartesian forces, eV/Å:
Fe 1.1 -0.5 2.0
C -1.3 -1.1 -0.8
O 0.6 0.1 -0.2
O -0.4 0.6 0.0
C 0.1 0.5 0.9
F 0.2 0.1 -0.1
F -0.2 -0.4 -0.2
F 0.1 0.1 -0.1
C 0.2 -0.9 0.1
C 0.6 -0.1 -0.2
H -0.1 0.1 0.0
H -0.2 -0.1 0.1
H -0.1 -0.1 0.1
H -0.2 0.6 -0.5
H -0.1 0.4 0.7
H 0.9 0.0 0.1
O -0.6 -0.4 -1.0
C -0.2 -0.2 0.8
C -1.8 1.3 0.2
O 1.1 -0.1 -2.0
H 0.1 -0.2 0.2
H 0.3 0.1 -0.6
H 0.6 0.1 0.5
H 0.3 -0.2 -0.2
C -0.1 -0.5 0.2
O 0.5 -0.7 -0.4
C 0.0 1.8 0.2
O -0.5 -0.5 0.1
O 0.3 -0.3 0.0
C 0.0 -0.4 0.0
H 0.1 0.3 -0.1
H -0.1 -0.1 -0.1
H -0.1 0.3 0.1
H -0.2 0.0 -0.1
H 0.2 0.1 -0.2
H -0.2 0.1 0.2
C -0.3 0.2 -0.6
O 0.4 -0.1 0.1
C -0.6 -0.2 -0.1
O 0.2 0.1 -0.1
O 0.2 0.0 0.4
C -0.4 -0.1 -0.8
H 0.3 -0.1 0.1
H -0.1 0.1 0.0
H 0.0 0.1 0.4
H 0.0 0.2 0.1
H 0.1 -0.1 0.0
H 0.2 0.1 0.3
C 0.7 -0.1 0.9
O 0.1 -0.5 0.0
C 0.2 1.8 -0.2
O -0.6 -0.7 0.2
O 0.0 -0.6 -0.1
C -0.9 0.0 -0.3
H -0.1 0.1 -0.4
H -0.2 -0.1 -0.1
H -0.3 0.0 -0.2
H 0.4 0.1 0.3
H 0.4 0.1 -0.1
H 0.0 -0.1 0.2
C 0.4 0.3 -0.9
O 0.0 -0.1 0.4
C -0.3 0.4 -0.1
O 0.0 -0.2 -0.3
O 0.3 -0.6 0.8
C -1.5 1.2 -1.4
H 0.0 -0.3 0.2
H -0.6 -0.1 0.3
H 0.2 0.0 0.1
H 0.7 -0.3 0.3
H 0.5 -0.5 0.3
H 0.2 0.2 0.2
C 0.0 1.5 0.1
O 0.4 -0.3 0.0
C -0.6 -0.3 0.4
O 0.0 0.4 -0.4
O 0.1 0.0 -0.2
C -0.7 0.0 -0.4
H 0.0 -0.4 0.2
H 0.1 -0.4 -0.4
H -0.1 -0.3 0.0
H 0.0 0.1 0.5
H 0.5 0.2 0.0
H 0.1 -0.2 0.2
C -0.4 0.6 1.5
O -0.3 0.0 -0.3
C 0.7 -0.3 1.0
O -0.2 0.3 -0.4
O -0.2 -0.2 0.2
C -0.7 -0.5 -1.0
H 0.4 -0.1 -0.7
H 0.1 -0.3 -0.7
H 0.1 -0.3 0.0
H 0.5 0.4 -0.2
H 0.2 0.1 0.7
H 0.0 0.2 0.0
C 0.2 0.9 -0.5
O -0.3 -0.2 0.9
C 0.1 0.0 0.1
O 0.0 -0.2 -0.2
O 0.0 0.2 0.1
C -0.5 -0.2 0.1
H 0.1 -0.1 -0.4
H -0.4 0.1 0.1
H 0.3 -0.8 0.1
H 0.1 0.2 0.0
H 0.1 0.1 -0.3
H 0.2 -0.1 0.1
C -0.4 0.4 -0.5
O 0.1 0.2 0.4
C 0.1 -0.3 -0.3
O -0.2 0.2 -0.3
O -0.2 -0.3 0.4
C 0.3 -0.1 0.2
H 0.2 -0.3 0.0
H 0.0 0.0 0.1
H 0.3 0.0 0.2
H -0.2 0.0 0.1
H 0.1 0.0 -0.4
H 0.0 0.3 0.0

The largest force on an atom is 2.337 eV Å⁻¹. For the total energy, the calculation gives -4847.9429 Eh. Its spin multiplicity is 5. The expectation value of S² is 6.012. The net charge is -1.